Record 1
This record from OMol25 describes a 6-piece molecular cluster, C24H63N3O12 overall. The level of theory is ωB97M-V with the def2-TZVPD basis set.

```
! wB97M-V def2-TZVPD RIJCOSX def2/J DEFGRID3
* xyz 0 1
C 19.34200 23.23200 6.45700
O 18.41100 24.14800 5.84700
C 17.07700 23.96300 6.27000
C 16.29000 24.61100 5.14500
N 14.86400 24.61500 5.44800
C 14.14200 23.39200 5.08000
C 13.84200 23.41500 3.61400
O 14.80500 23.36300 2.79400
C 14.35900 23.21900 1.45600
H 20.36800 23.58200 6.32800
H 19.31000 22.24000 6.10200
H 19.22000 23.26100 7.50700
H 16.88500 24.45000 7.27300
H 16.87200 22.89800 6.32700
H 16.50400 24.05000 4.24200
H 16.53300 25.61800 4.88900
H 14.41600 25.42500 5.04500
H 13.17700 23.44100 5.58400
H 14.71600 22.50000 5.30900
H 13.23200 24.28300 3.48800
H 13.23300 22.59800 3.42700
H 13.90000 24.13500 1.20200
H 13.59600 22.47000 1.30000
H 15.15800 23.08100 0.78100
C 21.76100 25.07200 1.53100
O 20.79600 24.45100 2.34200
C 19.74000 23.96300 1.58600
C 18.58300 23.79300 2.56100
N 17.46100 23.11400 1.88100
C 17.69600 21.68500 1.68300
C 17.69300 21.52200 0.14500
O 17.93500 20.46200 -0.44400
C 19.30800 20.12000 -0.39200
H 22.19200 24.38600 0.83400
H 22.53700 25.33100 2.22900
H 21.43700 25.88600 0.82800
H 19.96400 22.99300 1.13900
H 19.42900 24.57300 0.79800
H 18.29200 24.76200 2.84800
H 18.90100 23.24100 3.50900
H 16.58100 23.28000 2.35800
H 16.91200 20.99300 2.06900
H 18.65600 21.30800 1.99900
H 18.36300 22.27100 -0.27600
H 16.64900 21.80100 -0.10800
H 19.83100 20.73100 -1.10100
H 19.33100 19.10000 -0.74000
H 19.79800 20.19800 0.57400
C 11.80300 30.23700 6.53300
O 11.28200 28.94000 6.40600
C 11.84800 28.25000 5.30000
C 13.39800 28.35000 5.16400
N 13.86100 27.45500 4.17100
C 15.24300 27.64300 3.78900
C 15.62500 26.78200 2.63100
O 16.75900 26.92500 2.18900
C 17.04700 26.35700 0.95200
H 11.83300 30.65800 5.52100
H 12.85200 30.23500 6.94700
H 11.10600 30.81000 7.17600
H 11.36300 28.66300 4.42400
H 11.54900 27.21200 5.38900
H 13.95700 28.18100 6.04900
H 13.67800 29.31200 4.75000
H 13.33600 27.56000 3.30200
H 15.87400 27.54500 4.61800
H 15.55300 28.65900 3.50500
H 14.85600 26.92700 1.84700
H 15.52900 25.72200 2.87600
H 16.66900 25.40000 0.92900
H 18.03900 26.49600 0.58400
H 16.56800 26.89800 0.19300
C 20.53900 23.30900 10.23700
C 20.56000 24.65700 9.75300
O 20.26200 25.54300 10.83600
O 21.05800 22.53900 9.21700
H 19.61600 22.97500 10.64200
H 21.20900 23.30200 11.04500
H 19.84400 24.92500 8.96600
H 21.56500 24.95700 9.50300
H 19.42400 25.21700 11.13000
H 21.31500 21.63700 9.47500
C 19.06600 27.27600 5.12600
C 19.88100 26.80300 3.98500
O 19.35700 27.37900 2.76300
O 19.46000 26.76300 6.39000
H 18.03700 26.92100 4.97300
H 18.97500 28.43500 5.08500
H 19.79600 25.72200 3.93900
H 20.94000 27.01200 4.07700
H 18.48300 27.10100 2.57500
H 19.25700 25.83100 6.40600
C 16.33600 27.06000 8.11000
C 15.80600 28.10300 8.94800
O 14.49700 28.43300 8.42700
O 17.47200 26.59900 8.70400
H 16.62400 27.42800 7.15400
H 15.73400 26.16800 7.98400
H 16.51700 28.91300 9.18400
H 15.56000 27.77000 9.92900
H 14.09900 27.57000 8.51600
H 18.23700 26.93700 8.25700
*
```

## Properties
Strongest force on any atom in eV Å⁻¹: 11.1
SMILES: COCCNCCOC.COCCNCCOC.COCCNCCOC.OCCO.OCCO.OCCO
E in eV: -54939.4073
Gap between HOMO and LUMO in eV: 9.10
Energy above the lowest of the compared OMol25 structures with the same formula, charge and spin in eV: 5.551



Record 2
This record from OMol25 describes C46H115N7O16Zn as an isolated structure. The level of theory is ωB97M-V with the def2-TZVPD basis set.

```
! wB97M-V def2-TZVPD RIJCOSX def2/J DEFGRID3
* xyz 0 1
Zn 1.59598 10.75302 21.11573
C 0.88283 9.73764 26.45816
C 2.15687 10.52184 26.14758
O 2.22572 11.09142 24.87361
H 0.91452 9.46325 27.51259
H 0.90636 8.77803 25.94175
H -0.07685 10.24712 26.37126
H 3.05377 9.93091 26.33324
H 2.21333 11.38406 26.81204
C -2.35440 5.50455 20.14089
C -0.94625 5.89850 20.53347
O -0.47240 7.18325 20.25234
H -2.56164 4.44119 20.26093
H -2.71648 5.71324 19.13419
H -2.99696 6.08380 20.80399
H -0.25946 5.17982 20.08635
H -0.86126 5.70076 21.60201
C -10.38950 1.85549 17.15539
O -10.11785 0.65212 17.87753
C -8.75056 0.33300 17.99078
C -8.10370 1.22301 19.07929
N -8.79510 1.35046 20.31367
C -8.32382 2.48643 21.14323
C -8.74000 3.82352 20.51534
O -10.16276 3.89644 20.37175
C -10.53441 5.25918 20.02196
H -9.84850 1.94905 16.21376
H -10.32623 2.76702 17.74970
H -11.45279 1.79319 16.92381
H -8.22918 0.44404 17.04003
H -8.73074 -0.70429 18.32504
H -7.98062 2.19547 18.60257
H -7.14589 0.75557 19.30776
H -9.74746 1.62785 20.12349
H -7.25899 2.28258 21.25584
H -8.66738 2.47989 22.17764
H -8.28126 3.97032 19.53753
H -8.36921 4.62584 21.15323
H -10.16160 5.54740 19.03909
H -10.37990 6.03957 20.76709
H -11.61825 5.17828 19.93924
C -0.65877 11.43492 14.28755
O 0.45159 12.32058 14.15883
C 1.03218 12.40551 12.81891
C 2.08394 13.55130 12.56666
N 1.36349 14.84445 12.69217
C 2.21319 16.01384 12.40354
C 1.49587 17.24170 12.98983
O 1.34827 17.04193 14.35507
C 1.06122 18.27051 15.04518
H -1.44741 11.68559 13.57810
H -1.06977 11.59541 15.28426
H -0.28140 10.41263 14.26275
H 0.26059 12.58048 12.06915
H 1.45015 11.43269 12.56003
H 2.51927 13.40042 11.57883
H 2.89471 13.49354 13.29290
H 0.90217 14.98758 13.57919
H 2.32335 16.14514 11.32710
H 3.16784 15.86733 12.90877
H 0.57347 17.26942 12.40974
H 2.15024 18.07814 12.74435
H 0.89397 17.93836 16.06978
H 0.30375 18.89477 14.57120
H 1.96145 18.87544 15.15351
C -1.24600 11.87315 21.34414
O -0.04605 12.23032 20.63998
C -0.19586 13.39886 19.82961
C 1.11336 13.60767 19.02086
N 1.74659 12.29621 18.88736
C 3.20726 12.50893 18.64944
C 3.89979 11.15777 18.82339
O 3.57252 10.53430 20.06340
C 4.35415 9.37347 20.35429
H -2.12471 12.34581 20.90531
H -1.15154 12.16878 22.38902
H -1.33406 10.78725 21.30998
H -0.49050 14.31169 20.34733
H -0.97216 13.33614 19.06704
H 1.75004 14.34807 19.50517
H 0.89560 14.02751 18.03881
H 1.25498 11.88839 18.10499
H 3.58365 13.35362 19.22643
H 3.40327 12.93411 17.66511
H 4.96440 11.36582 18.71654
H 3.67275 10.52066 17.96860
H 5.30241 9.72666 20.75946
H 4.64336 8.72792 19.52499
H 3.94205 8.82854 21.20360
C -2.60326 -1.21467 15.82476
O -3.34274 -2.34669 15.52802
C -3.06456 -3.52479 16.28246
C -3.93555 -4.75359 15.87464
N -3.83909 -5.05782 14.43026
C -4.89837 -6.02059 14.08069
C -5.31667 -5.94556 12.58020
O -5.95732 -4.66634 12.25630
C -6.00122 -4.59508 10.85156
H -3.04602 -0.38553 15.27285
H -1.54337 -1.31655 15.59166
H -2.68176 -0.93393 16.87506
H -3.27793 -3.29276 17.32589
H -2.01570 -3.80306 16.17979
H -4.98674 -4.51682 16.03919
H -3.77441 -5.63225 16.49922
H -3.95289 -4.17323 13.95629
H -5.83857 -5.99188 14.63143
H -4.47070 -7.01445 14.21276
H -6.04814 -6.73092 12.38986
H -4.54692 -6.22299 11.86003
H -6.06850 -3.51671 10.70769
H -6.98311 -4.92834 10.51547
H -5.13490 -4.88961 10.25924
C -2.00832 -1.49347 31.05278
O -2.01245 -2.04869 29.69419
C -3.22446 -1.70937 28.95497
C -3.12618 -2.08124 27.46463
N -2.32442 -1.09326 26.73631
C -2.30806 -1.36801 25.28439
C -1.35175 -0.34950 24.70942
O -0.05539 -0.53780 25.23006
C 0.87362 0.37514 24.67690
H -1.53744 -0.52255 30.89883
H -1.34372 -2.09202 31.67580
H -2.99880 -1.37624 31.49245
H -3.59556 -0.69624 29.10969
H -3.99951 -2.27727 29.46964
H -4.09153 -2.11075 26.95933
H -2.75983 -3.10374 27.37313
H -1.35942 -1.28756 26.96243
H -3.27355 -1.17194 24.81803
H -1.89623 -2.35051 25.05376
H -1.62556 0.64761 25.05421
H -1.34565 -0.25551 23.62349
H 0.76043 1.40106 25.02730
H 0.83360 0.46105 23.59103
H 1.86520 -0.04897 24.83501
C -0.73816 5.67399 31.26614
O -1.57709 5.98915 30.16267
C -2.43589 4.98475 29.66040
C -2.89403 5.44898 28.27487
N -3.83191 6.63896 28.31783
C -4.24226 6.98271 26.97617
C -5.24523 8.13582 26.86988
O -4.57369 9.30701 27.25955
C -5.35183 10.51225 27.31557
H -0.32594 6.62399 31.60625
H 0.10544 5.04068 30.99162
H -1.33860 5.20989 32.04856
H -3.26686 4.87942 30.35789
H -1.92711 4.02169 29.61852
H -3.33317 4.57490 27.79401
H -2.07880 5.80721 27.64625
H -3.27653 7.34843 28.77424
H -4.58760 6.09744 26.44219
H -3.29693 7.16716 26.46585
H -6.11267 7.92231 27.49443
H -5.43776 8.32062 25.81306
H -4.71664 11.31364 27.69293
H -6.18937 10.42513 28.00770
H -5.73742 10.80005 26.33751
C 5.38212 9.04559 8.17201
O 5.41014 8.09472 9.18682
C 5.05894 6.73344 8.96837
C 5.14877 5.73419 10.15212
N 4.54792 4.42788 9.71967
C 4.45790 3.42445 10.81114
C 3.71077 3.85743 12.12000
O 4.53498 4.58987 12.98400
C 3.88447 4.82733 14.28496
H 4.37695 9.17348 7.77029
H 5.95474 8.63977 7.33803
H 5.78518 10.02395 8.43364
H 5.71719 6.36435 8.18187
H 4.03123 6.73148 8.60519
H 4.64072 6.16809 11.01335
H 6.18723 5.56909 10.43926
H 5.08895 4.16848 8.90721
H 5.39395 2.87187 10.89218
H 3.90060 2.61644 10.33719
H 3.36455 2.93402 12.58425
H 2.84035 4.46143 11.86376
H 4.54321 5.39387 14.94314
H 3.59801 3.87673 14.73487
H 3.00813 5.46705 14.18071
*
```

## Properties
Strongest force on any atom in eV Å⁻¹: 3.1
E in eV: -141153.0882
Gap between HOMO and LUMO in eV: 3.08
Energy above the lowest of the compared OMol25 structures with the same formula, charge and spin in eV: 0.000



Record 3
This record from OMol25 describes C2H5O2S as an isolated structure. The level of theory is ωB97M-V with the def2-TZVPD basis set.

```
! wB97M-V def2-TZVPD RIJCOSX def2/J DEFGRID3
* xyz -1 1
C 1.12253 2.01800 0.78070
S 1.66662 0.32435 0.66190
H 1.74920 2.73492 0.19061
H 0.13046 2.10311 0.29022
H 1.13913 2.38898 1.82036
O -0.65664 -1.16823 -0.10848
C -1.49288 -1.11709 -1.11300
O -2.68259 -0.88641 -1.01732
H -0.86092 -1.01305 -2.03661
H 0.17682 -0.43154 -0.09449
*
```

## Properties
Strongest force on any atom in eV Å⁻¹: 2.8
E in eV: -17086.1737
Gap between HOMO and LUMO in eV: 7.36
Energy above the lowest of the compared OMol25 structures with the same formula, charge and spin in eV: 0.966



Record 4
This record from OMol25 describes C27H21AsBrF6N2O3PdS as an isolated structure. The level of theory is ωB97M-V with the def2-TZVPD basis set.

```
! wB97M-V def2-TZVPD RIJCOSX def2/J DEFGRID3
* xyz 0 2
Pd 0.41217 -0.12293 0.14612
C 4.54791 0.27738 -0.94008
C 4.92061 -1.05397 -1.04661
C 3.99096 -2.05085 -0.79561
C 2.69045 -1.71342 -0.43928
C 2.30438 -0.35855 -0.33435
C 3.24675 0.62658 -0.58620
C 1.63446 -2.69454 -0.17191
C 1.73046 -4.10326 -0.25248
C 0.61883 -4.86594 -0.03670
C -0.62664 -4.26438 0.27373
C -1.84346 -4.96040 0.45176
C -2.99126 -4.25753 0.70123
C -2.99439 -2.84872 0.81135
C -1.82300 -2.15925 0.66484
C -0.63327 -2.86688 0.37237
N 0.48167 -2.13731 0.14438
H 5.27340 1.05684 -1.13601
H 5.93303 -1.31585 -1.32374
H 4.28658 -3.08961 -0.87998
H 2.98090 1.67250 -0.51518
H 2.67415 -4.56294 -0.50829
H 0.67351 -5.94517 -0.11890
H -1.85616 -6.04002 0.37697
H -3.92743 -4.78563 0.82387
H -3.91269 -2.31188 1.01252
H -2.53038 -0.31713 0.78760
F -2.21161 1.35893 -0.60904
As -3.33397 2.16375 0.47537
F -2.60948 3.68834 0.10883
F -4.46826 2.31180 -0.80063
F -4.42774 2.85404 1.60179
F -3.95535 0.53379 0.85028
F -2.16583 1.90917 1.75449
C 2.02400 -5.70652 -4.11468
C 1.22436 -4.47628 -3.78726
C 1.81836 -3.21625 -3.82056
C 1.10098 -2.08050 -3.48418
C -0.23202 -2.21895 -3.12774
C -0.85204 -3.45686 -3.07687
C -0.11417 -4.58018 -3.41510
S -1.14860 -0.76001 -2.64733
O -0.49836 0.38954 -3.25030
O -2.55267 -1.04794 -2.85044
O -1.67732 -0.81592 0.77334
H 2.82312 -5.48241 -4.82030
H 1.39406 -6.48546 -4.54258
H 2.48534 -6.11415 -3.21148
H 2.85698 -3.12194 -4.11589
H 1.55541 -1.09849 -3.50868
H -1.89268 -3.52972 -2.78966
H -0.58889 -5.55407 -3.39453
Br 0.11405 4.89680 -2.64179
C 0.29912 3.98840 -1.00536
C 0.36928 4.68294 0.18818
C 0.48634 3.95936 1.36145
C 0.52776 2.58097 1.29946
N 0.46410 1.92458 0.13710
C 0.34287 2.60788 -1.00509
H 0.31817 5.76269 0.19738
H 0.52270 4.45451 2.32061
H 0.59347 1.97838 2.19352
H 0.25759 2.03293 -1.91715
*
```

## Properties
Strongest force on any atom in eV Å⁻¹: 0.5
E in eV: -198967.7281
Gap between HOMO and LUMO (spin up / spin down) in eV: 7.79 / 6.99
Expectation value of S²: 0.75
Energy above the lowest of the compared OMol25 structures with the same formula, charge and spin in eV: 0.000



- Which of these has the highest energy above the lowest of the compared OMol25 structures with the same formula, charge and spin?
  C24H63N3O12



- What is the formula in the first record?
  C24H63N3O12



- strongest force on any atom of number 3 (C2H5O2S)?
  2.8 eV Å⁻¹